Arrangement i

Below is one molecule with the formula CH4BrNO, with properties calculated with ωB97M-V/def2-TZVPD.

Values from the calculation:
SMILES: CONBr
HOMO energy (hartree): -0.3384
E_LUMO (eV): 0.283
Frontier orbital gap (eV): 9.5

Element x y z (Å)
H 1.220 1.680 0.566
C -0.564 -0.843 0.245
O -0.298 0.492 0.544
Br 0.704 1.445 -1.873
H -1.131 -1.209 1.119
N 0.846 0.874 -0.041
H 0.458 -1.319 0.047
H -1.236 -1.121 -0.608

Atomic partial charges in e from the Mulliken method, atoms 1 to 4: H 0.292; C -0.467; O -0.182; Br -0.064


Arrangement ii

Below is a 2-piece molecular cluster, CH4BrNO overall, with properties calculated with ωB97M-V/def2-TZVPD.

Values from the calculation:
HOMO energy (spin up / spin down) (hartree): -0.3566 / -0.3587
E_LUMO (spin up / spin down) (eV): -0.903 / -0.913
Frontier orbital gap (spin up / spin down) (eV): 8.8 / 8.8

Element x y z (Å)
H -1.458 1.808 0.201
H 0.324 -1.326 0.143
Br -2.320 -0.371 -0.034
C 1.050 -0.533 -0.056
N -1.235 1.019 -0.406
H 1.948 -0.796 0.704
H 1.281 -0.327 -1.043
O 0.410 0.527 0.491

Atomic partial charges in e from the Mulliken method, atoms 1 to 4: H 0.289; H 0.190; Br 0.078; C -0.387


Energies, relative to the best one, in eV: arrangement i 0.000; arrangement ii 1.809.


Arrangement i

Below is a 2-piece molecular cluster, CH5OPS overall, with properties calculated with ωB97M-V/def2-TZVPD.

Values from the calculation:
SMILES: CP=S.O
HOMO energy (hartree): -0.3207
E_LUMO (eV): -1.156
Frontier orbital gap (eV): 7.6

Element x y z (Å)
H -0.869 0.927 -1.469
P 2.028 0.155 0.647
H 0.122 -1.407 1.330
S 1.995 -0.281 -1.197
H 0.372 0.048 2.342
H -1.957 0.277 -2.334
C 0.406 -0.330 1.338
H -0.417 0.194 0.750
O -1.680 0.418 -1.408

Atomic partial charges in e from the Mulliken method, atoms 1 to 4: H 0.293; P 0.184; H 0.284; S -0.258


Arrangement ii

Below is a 2-piece molecular cluster, CH5OPS overall, with properties calculated with ωB97M-V/def2-TZVPD.

Values from the calculation:
HOMO energy (spin up / spin down) (hartree): -0.3046 / -0.3395
E_LUMO (spin up / spin down) (eV): -0.709 / -1.350
Frontier orbital gap (spin up / spin down) (eV): 7.6 / 7.9

Element x y z (Å)
H -0.535 -0.305 1.539
C -0.858 -0.744 0.556
H -1.897 -0.321 0.385
H -0.792 0.130 -2.743
O 0.586 1.452 0.340
H 1.274 2.103 -0.024
H -0.704 -1.785 0.500
P 0.548 0.043 -0.368
S 2.377 -0.573 -0.186

Atomic partial charges in e from the Mulliken method, atoms 1 to 4: H 0.267; C -0.762; H 0.309; H 0.010


Arrangement iii

Below is CH5OPS as an isolated structure, with properties calculated with ωB97M-V/def2-TZVPD.

Values from the calculation:
HOMO energy (hartree): -0.3310
E_LUMO (eV): 0.482
Frontier orbital gap (eV): 9.5

Element x y z (Å)
H 1.255 0.293 -1.533
C 1.060 -0.022 -0.509
H -1.430 -0.885 -1.204
H -1.417 -0.385 1.803
O -0.770 -0.729 1.196
H 1.262 -1.071 -0.248
S -1.123 2.045 0.407
H 1.780 0.560 0.128
P -0.616 0.193 -0.039

Atomic partial charges in e from the Mulliken method, atoms 1 to 4: H 0.321; C -0.784; H 0.090; H 0.305


Arrangement iv

Below is one molecule with the formula CH5OPS, with properties calculated with ωB97M-V/def2-TZVPD.

Values from the calculation:
SMILES: COPS
HOMO energy (hartree): -0.3402
E_LUMO (eV): 0.642
Frontier orbital gap (eV): 9.9

Element x y z (Å)
H 1.514 -1.066 -0.619
H 1.975 -0.722 1.102
H 2.066 0.564 -0.151
H -3.077 -0.841 -1.112
C 1.485 -0.265 0.201
S -2.648 -0.363 0.116
O 0.286 0.288 0.679
H -1.258 1.645 1.341
P -0.977 0.975 -0.134

Atomic partial charges in e from the Mulliken method, atoms 1 to 4: H 0.254; H 0.214; H 0.263; H 0.153


Energies, relative to the best one, in eV: arrangement i 0.506; arrangement ii 2.900; arrangement iii 0.000; arrangement iv 1.066.


Arrangement i

Below is a 2-piece molecular cluster, CH5OPS overall, with properties calculated with ωB97M-V/def2-TZVPD.

Values from the calculation:
HOMO energy (spin up / spin down) (hartree): -0.3590 / -0.2821
E_LUMO (spin up / spin down) (eV): -0.420 / -2.519
Frontier orbital gap (spin up / spin down) (eV): 9.3 / 5.2

Element x y z (Å)
H 0.164 2.202 0.871
S -1.710 -2.438 0.244
H -2.730 -3.467 0.288
H 0.494 0.417 1.551
H 2.392 0.443 -2.009
H -0.921 0.950 0.294
C 0.113 1.104 0.650
O 0.857 1.077 -0.575
P 1.341 -0.289 -1.315

Atomic partial charges in e from the Mulliken method, atoms 1 to 4: H 0.227; S -0.191; H 0.174; H 0.247


Arrangement ii

Below is one molecule with the formula CH5OPS, with properties calculated with ωB97M-V/def2-TZVPD.

Values from the calculation:
SMILES: CSPO
HOMO energy (hartree): -0.3103
E_LUMO (eV): -0.077
Frontier orbital gap (eV): 8.4

Element x y z (Å)
H -1.685 0.055 1.625
O -2.831 0.237 -0.212
H 2.209 0.192 -1.227
C 1.943 -0.077 -0.264
H 1.605 -1.073 -0.159
S 0.600 0.863 0.515
H -3.063 0.241 -1.220
H 2.816 0.130 0.497
P -1.593 -0.567 0.444

Atomic partial charges in e from the Mulliken method, atoms 1 to 4: H 0.062; O -0.462; H 0.287; C -0.684


Energies, relative to the best one, in eV: arrangement i 2.320; arrangement ii 0.000.


Arrangement i

Below is one molecule with the formula C5H12NOPS, with properties calculated with ωB97M-V/def2-TZVPD.

Values from the calculation:
SMILES: CN(C)[P@@]1(=S)CCCO1
HOMO energy (hartree): -0.3081
E_LUMO (eV): 0.698
Frontier orbital gap (eV): 9.1

Element x y z (Å)
H 0.310 -3.085 0.898
H 0.548 2.055 1.665
H 1.600 -2.577 -1.178
P -1.179 -0.472 -0.014
H 0.235 -0.399 -2.027
C -0.138 -1.209 -1.368
C -0.710 2.150 -0.605
H 1.850 -1.039 -0.521
C -0.335 1.403 1.677
H 1.088 -1.743 1.765
O -0.664 -1.370 1.263
H -1.233 1.834 2.141
H -0.086 0.508 2.163
C 0.538 -2.032 0.861
S -3.103 -0.883 -0.272
H 0.185 2.584 -1.100
C 1.064 -1.767 -0.561
N -0.495 1.039 0.298
H -1.241 1.759 -1.526
H -1.260 3.075 -0.158
H -0.763 -2.005 -1.910

Atomic partial charges in e from the Mulliken method, atoms 1 to 4: H 0.251; H 0.384; H 0.354; P 0.427


Arrangement ii

Below is a 2-piece molecular cluster, C5H12NOPS overall, with properties calculated with ωB97M-V/def2-TZVPD.

Values from the calculation:
SMILES: CCN=C=S.CP(C)O
HOMO energy (hartree): -0.3084
E_LUMO (eV): 0.628
Frontier orbital gap (eV): 9.0

Element x y z (Å)
H 1.079 0.451 2.178
O 1.392 1.125 1.597
C -2.286 -1.319 0.287
C 1.489 0.098 -0.906
H 1.430 3.442 0.451
H 1.979 0.705 -1.610
H -4.046 -2.683 -0.154
H -2.470 -3.393 -0.245
P 0.602 1.390 0.191
N -3.104 -0.206 0.303
H -1.370 -1.225 -0.152
C -4.039 0.403 -0.146
H 2.468 2.623 -0.847
C 1.450 2.849 -0.476
H 0.959 3.323 -1.433
H -2.076 -1.635 1.313
H 0.968 -0.645 -1.466
C -2.987 -2.469 -0.505
S -5.196 1.420 -0.296
H 2.287 -0.155 -0.219
H -2.782 -2.390 -1.569

Atomic partial charges in e from the Mulliken method, atoms 1 to 4: H 0.320; O -0.574; C 0.105; C -1.030


Energies, relative to the best one, in eV: arrangement i 0.000; arrangement ii 1.481.


Arrangement i

Below is a 2-piece molecular cluster, C4H10N2S overall, with properties calculated with ωB97M-V/def2-TZVPD.

Values from the calculation:
HOMO energy (hartree): -0.3149
E_LUMO (eV): -1.131
Frontier orbital gap (eV): 7.4

Element x y z (Å)
H -2.794 -0.319 1.315
H 2.567 1.829 -1.188
C -1.406 -1.322 0.251
H 1.107 1.262 1.390
H -0.506 2.075 -0.687
C 0.952 0.740 0.312
S 1.746 -0.155 -2.053
C 2.189 0.758 -0.693
H 0.774 -0.392 0.360
N -1.727 -0.178 1.270
H 2.872 0.050 0.147
H -0.310 -1.415 -0.146
H 0.242 -1.323 -0.981
H -2.150 -1.428 -0.592
H -1.405 -2.379 0.844
C -0.475 1.148 -0.041
N -1.676 1.051 0.492

Atomic partial charges in e from the Mulliken method, atoms 1 to 4: H 0.325; H 0.304; C -0.449; H 0.296


Arrangement ii

Below is a 2-piece molecular cluster, C4H10N2S overall, with properties calculated with ωB97M-V/def2-TZVPD.

Values from the calculation:
HOMO energy (hartree): -0.2697
E_LUMO (eV): 0.815
Frontier orbital gap (eV): 8.2

Element x y z (Å)
H 2.904 0.645 0.502
H 2.251 -1.682 -1.150
H 3.472 -1.677 0.124
N 0.376 1.564 0.370
H 0.187 -0.290 -0.099
H -3.129 0.849 -1.420
H -1.862 0.666 1.379
C 2.430 -1.466 -0.094
H 1.810 -2.148 0.490
C -2.762 1.179 -0.461
H 1.104 2.239 0.623
N 0.896 0.404 0.159
C 2.121 -0.043 0.225
S -2.075 -1.388 0.192
H -2.671 -1.435 -1.004
H -2.813 2.232 -0.259
C -2.239 0.351 0.423

Atomic partial charges in e from the Mulliken method, atoms 1 to 4: H 0.347; H 0.263; H 0.316; N -0.988


Arrangement iii

Below is one molecule with the formula C4H10N2S, with properties calculated with ωB97M-V/def2-TZVPD.

Values from the calculation:
SMILES: CCN(C)NC=S
HOMO energy (hartree): -0.3125
E_LUMO (eV): 0.841
Frontier orbital gap (eV): 9.3

Element x y z (Å)
H 2.342 2.158 -0.062
H -0.844 0.480 1.429
S -2.612 -0.290 0.005
C 1.853 -1.956 -0.027
N -0.222 0.194 -0.501
H 2.882 0.162 0.029
H 2.478 -2.261 -0.967
C -1.193 0.112 0.445
N 1.082 0.574 -0.418
H -0.621 0.225 -1.429
C 1.278 1.989 0.078
H 0.857 2.101 1.127
H 0.677 2.757 -0.506
C 1.928 -0.377 0.287
H 0.798 -2.287 -0.246
H 1.840 -0.186 1.397
H 2.163 -2.491 0.889

Atomic partial charges in e from the Mulliken method, atoms 1 to 4: H 0.355; H 0.226; S -0.431; C -0.913


Arrangement iv

Below is one molecule with the formula C4H10N2S, with properties calculated with ωB97M-V/def2-TZVPD.

Values from the calculation:
SMILES: CC/N=C(\C)NS
HOMO energy (hartree): -0.3163
E_LUMO (eV): 0.556
Frontier orbital gap (eV): 9.2

Element x y z (Å)
H -2.593 1.390 0.213
N -2.278 0.360 -0.265
C -0.985 0.440 -0.048
H 0.366 2.259 0.624
H 1.504 0.641 0.576
C 1.188 -0.465 0.469
H -1.200 2.742 -0.180
H 0.926 -2.266 -0.609
H 1.349 -0.779 1.552
N -0.281 -0.682 0.078
H 2.178 -0.901 -1.368
H 0.322 1.963 -1.006
C -0.312 1.910 -0.184
H -1.879 -1.697 0.916
C 1.896 -1.493 -0.473
S -3.145 -1.162 -0.070
H 2.944 -2.258 -0.223

Atomic partial charges in e from the Mulliken method, atoms 1 to 4: H 0.301; N -0.349; C 0.737; H 0.338


Energies, relative to the best one, in eV: arrangement i 5.963; arrangement ii 0.768; arrangement iii 0.000; arrangement iv 2.289.


Arrangement i

Below is a 2-piece molecular cluster, C3H10NO3 overall, with properties calculated with ωB97M-V/def2-TZVPD.

Values from the calculation:
HOMO energy (hartree): -0.1203
Charge: -1
E_LUMO (eV): 4.128
Frontier orbital gap (eV): 7.4

Element x y z (Å)
H 0.020 -1.651 -0.361
H 0.462 1.758 0.149
H -0.586 0.022 -2.017
O -0.850 0.111 1.357
H -2.036 -0.581 -0.134
H 0.917 -0.490 0.369
H 0.349 2.433 -1.403
H 2.152 0.357 -1.007
C -1.413 0.306 0.117
H 0.266 -1.984 1.452
H -1.919 1.287 0.153
O 0.102 -2.270 2.364
O 2.002 1.295 -1.211
N 0.606 -0.847 -0.537
H -0.444 -1.494 2.603
C 0.621 1.501 -0.898
C -0.252 0.247 -0.997

Atomic partial charges in e from the Mulliken method, atoms 1 to 4: H 0.334; H 0.314; H 0.393; O -0.910


Arrangement ii

Below is a 2-piece molecular cluster, C3H10NO3 overall, with properties calculated with ωB97M-V/def2-TZVPD.

Values from the calculation:
HOMO energy (hartree): -0.0923
Charge: -1
E_LUMO (eV): 3.641
Frontier orbital gap (eV): 6.2

Element x y z (Å)
H -0.637 -0.608 -1.054
H 1.447 -1.353 -0.456
H 1.454 -0.806 1.082
N 0.899 -1.044 0.340
H 0.038 2.004 -1.646
H -0.248 -2.836 1.855
O -1.710 1.702 0.231
C -1.032 0.728 0.683
H 2.084 0.785 -2.394
C 0.648 1.346 -0.938
H -1.746 -0.155 0.902
H -1.322 -2.580 0.809
H 1.113 1.885 -0.136
O 2.005 1.242 -1.597
H -0.547 0.900 1.659
O -1.041 -3.247 1.469
C 0.059 0.008 -0.383

Atomic partial charges in e from the Mulliken method, atoms 1 to 4: H 0.300; H 0.189; H 0.197; N -0.428


Energies, relative to the best one, in eV: arrangement i 0.000; arrangement ii 1.582.